Record 1
{
  "formula": "C11H44FN3O22V2",
  "method": "ωB97M-V with the def2-TZVPD basis set",
  "relative_energy_kcal_mol": 8.7,
  "orbital_gap_ev": [5.4, 6.0],
  "e_tot_ev": -115713.7717,
  "homo_energy_ev": [-9.041, -9.046],
  "multiplicity": 3,
  "species": ["O", "V", "O", "V", "N", "O", "O", "O", "N", "O", "O", "O", "N", "O", "O", "O", "F", "C", "O", "H", "H", "H", "H", "C", "O", "H", "H", "H", "H", "C", "O", "H", "H", "H", "H", "C", "O", "H", "H", "H", "H", "C", "O", "H", "H", "H", "H", "C", "O", "H", "H", "H", "H", "C", "O", "H", "H", "H", "H", "C", "O", "H", "H", "H", "H", "C", "O", "H", "H", "H", "H", "C", "O", "H", "H", "H", "H", "C", "O", "H", "H", "H", "H"],
  "xyz": [[5.99335, -10.70082, 12.74422], [4.42954, -10.94047, 12.59331], [2.25364, -14.65256, 14.37516], [3.80293, -14.69547, 14.17246], [3.89570, -13.80193, 10.93852], [3.78329, -14.56117, 11.89888], [3.52136, -14.14422, 9.78316], [4.30902, -12.64360, 11.14676], [1.19336, -11.44635, 12.90209], [2.15948, -10.85367, 12.38940], [0.42843, -10.84024, 13.62593], [1.04892, -12.67436, 12.73569], [7.07491, -14.22554, 13.53282], [6.03879, -14.69109, 13.94919], [7.41585, -13.13144, 13.92011], [7.66744, -14.89341, 12.71290], [4.01135, -12.45754, 14.15547], [1.19681, -11.13685, 8.68107], [0.23908, -10.07674, 8.45880], [1.88906, -10.66237, 9.37659], [0.76615, -12.04354, 9.10600], [1.79382, -11.51278, 7.85019], [-0.11667, -10.20980, 7.57713], [6.47610, -6.66910, 14.69568], [5.83461, -6.98563, 13.51171], [6.53218, -5.58134, 14.73735], [6.10866, -7.02392, 15.65859], [7.49583, -7.01193, 14.52037], [6.20615, -6.43214, 12.82091], [8.25945, -8.85710, 10.17646], [8.11642, -10.26702, 9.85103], [9.27197, -8.67032, 10.53425], [8.15011, -8.26760, 9.26617], [7.57076, -8.57285, 10.97208], [8.47857, -10.79535, 10.56609], [7.25566, -13.88660, 9.45279], [8.57144, -14.20361, 9.98407], [6.57876, -14.73420, 9.55988], [6.81947, -12.96738, 9.84374], [7.30142, -13.79186, 8.36788], [8.44452, -14.45434, 10.90202], [3.27773, -9.15832, 15.03461], [4.10115, -9.10090, 13.86474], [3.74459, -8.59175, 15.84030], [2.37343, -8.67805, 14.66088], [2.96732, -10.15382, 15.35199], [4.33935, -8.17836, 13.74736], [8.52695, -10.35811, 6.48751], [7.33611, -10.51525, 7.18893], [8.90434, -9.34893, 6.65260], [9.19821, -11.11405, 6.89500], [8.43741, -10.56638, 5.42134], [7.54788, -10.29845, 8.09984], [10.44966, -11.10751, 12.00417], [9.07402, -11.42437, 12.13708], [10.64715, -10.52260, 11.10586], [10.87686, -10.50204, 12.80355], [11.01737, -12.03783, 12.02245], [8.94026, -12.03418, 12.86635], [4.86969, -9.89858, 9.51016], [4.33634, -9.65484, 10.78721], [5.34578, -8.99639, 9.12612], [5.58640, -10.71976, 9.51931], [4.07767, -10.07421, 8.78217], [3.84093, -8.83845, 10.68896], [2.51385, -6.81456, 12.01832], [2.97742, -7.39327, 10.79290], [1.56111, -7.21303, 12.36706], [3.31139, -6.92357, 12.75327], [2.41137, -5.73649, 11.89439], [2.23971, -7.32601, 10.18227], [10.67443, -9.71730, 16.44858], [9.84998, -10.53887, 15.67786], [10.89876, -10.21972, 17.38950], [11.57924, -9.46226, 15.89689], [10.25449, -8.73928, 16.68361], [9.00262, -10.47001, 16.12377], [6.30861, -11.65059, 16.76683], [7.15770, -11.03890, 15.80566], [5.28874, -11.78528, 16.40652], [6.69037, -12.63964, 17.02009], [6.25308, -11.14807, 17.73247], [7.20164, -11.64206, 15.06009]],
  "forces_ev_per_a": [[-2.9, -0.9, -0.3], [1.4, 0.3, -0.3], [2.7, -0.8, 0.2], [-0.5, 4.4, -3.4], [-1.7, 1.2, -3.3], [-0.2, -2.6, 2.9], [1.3, 0.6, 3.1], [0.7, 1.3, 0.1], [-1.5, -2.7, 1.6], [2.8, 1.3, -1.1], [-0.4, 1.0, 0.2], [0.5, 0.6, -0.5], [2.4, 0.7, -2.1], [-6.5, -2.3, 2.9], [1.0, 1.3, 0.4], [1.2, -0.2, -0.6], [0.1, -1.2, -0.6], [0.3, 0.5, 0.8], [0.5, -0.9, -0.7], [0.1, -0.6, 0.3], [-0.3, 0.2, 0.4], [-0.2, 0.6, -0.6], [-0.2, 0.1, 0.0], [2.4, 1.4, 0.1], [-2.2, -0.9, -0.9], [0.0, 0.2, 0.6], [-0.6, -0.5, -0.6], [0.3, -0.1, 0.9], [-0.1, -0.1, 0.0], [0.5, -1.3, 0.1], [-0.2, 1.7, -0.7], [0.1, 0.1, 0.1], [-0.4, -0.1, 0.0], [-0.2, 0.1, -0.1], [0.0, -0.4, 0.6], [0.7, -0.7, -0.3], [-1.1, 0.5, -0.8], [-0.2, 0.0, 0.5], [0.1, 0.0, 0.3], [0.5, 0.3, 0.0], [0.0, 0.0, 0.2], [-1.2, 0.8, -0.6], [0.3, -2.1, 0.0], [0.0, -0.2, 0.1], [-0.4, 0.1, 0.9], [0.6, -0.1, -0.3], [0.8, 0.1, -0.6], [0.7, -0.5, 0.3], [-1.5, 0.2, -0.5], [0.4, 0.1, -0.3], [0.7, 0.2, -0.2], [-0.4, 0.2, 0.0], [0.0, -0.3, 0.5], [0.6, -0.4, 0.5], [0.2, 0.8, -0.3], [-0.3, -0.4, -0.3], [-0.5, 0.1, 0.5], [0.3, 0.0, -0.5], [-0.1, -0.1, 0.1], [0.5, -0.2, -1.4], [0.3, -1.3, 1.3], [0.4, 0.1, 0.3], [-0.2, 0.1, 0.1], [-0.2, -0.5, 0.1], [-0.9, 0.8, 0.8], [0.5, 0.6, 0.1], [-0.4, 0.2, 0.2], [0.2, -0.3, 0.0], [-0.3, -0.2, -0.1], [-0.2, 0.1, -0.1], [0.0, -0.2, -0.3], [0.8, 0.4, 0.2], [-0.1, 0.3, -0.1], [0.4, 0.1, 0.2], [0.2, -0.4, 0.0], [-0.5, 0.1, 0.0], [-0.7, -0.6, -0.5], [0.1, -0.8, 0.0], [-0.6, 0.6, 1.1], [-0.1, 0.2, -0.2], [0.1, -0.3, -0.1], [0.3, 0.7, -0.3], [0.0, -0.2, -0.3]]
}



Record 2
{
  "formula": "C5H17N2O",
  "method": "ωB97M-V with the def2-TZVPD basis set",
  "relative_energy_kcal_mol": 25.3,
  "total_charge": 1,
  "orbital_gap_ev": 9.8,
  "e_tot_ev": -10481.8393,
  "homo_energy_ev": -12.890,
  "species": ["N", "C", "C", "N", "C", "C", "C", "H", "H", "H", "H", "H", "H", "H", "H", "H", "H", "H", "H", "H", "H", "H", "H", "H", "O"],
  "xyz": [[-1.34410, -1.75034, -0.12295], [-0.49554, -1.93037, -1.31475], [-0.39301, -0.60487, -2.02561], [-0.25762, 0.46060, -1.03664], [1.12105, 0.69711, -0.51907], [1.12176, 1.14755, 0.95410], [1.08898, 2.69400, 1.01433], [-0.92435, -0.93819, 0.34859], [-2.31876, -1.53402, -0.31271], [-1.34038, -2.56986, 0.47890], [0.47688, -2.20194, -0.93639], [-0.87166, -2.67999, -2.00558], [0.39993, -0.59149, -2.76371], [-1.29268, -0.30389, -2.56604], [-0.69890, 1.33591, -1.26257], [1.45833, 1.54031, -1.12920], [1.79937, -0.10708, -0.80091], [2.05917, 0.82740, 1.41003], [0.24602, 0.67030, 1.39089], [2.08583, 3.04413, 0.78339], [0.57359, 3.05462, 1.90281], [0.36429, 3.03452, 0.27004], [-1.71863, -0.81206, 2.70389], [-0.25940, -1.30148, 3.13069], [-0.88014, -1.18087, 2.40846]],
  "forces_ev_per_a": [[-0.2, -0.6, -0.1], [0.0, 0.0, -0.9], [-0.6, 2.1, 0.0], [0.8, -0.9, 1.2], [-0.4, 1.3, -0.9], [0.4, 0.2, -0.9], [-1.6, -1.1, -0.3], [-0.2, 0.2, 0.3], [-0.1, 0.2, -0.3], [0.2, 0.1, 0.3], [0.3, -0.3, 0.1], [-0.1, -0.3, 0.3], [0.4, -0.3, -0.1], [-0.2, -0.7, -0.2], [-0.1, -0.1, -0.4], [0.6, 0.0, 0.1], [-0.3, -0.4, 0.4], [-0.3, -0.3, 0.3], [0.3, 0.2, 0.5], [-0.1, 0.6, 0.3], [1.0, 0.1, 0.5], [0.3, 0.2, -0.5], [0.3, 0.0, 0.7], [-0.3, 0.2, 0.4], [-0.1, -0.2, -0.6]]
}